Entry 1:
49
Properties=species:S:1:pos:R:3:forces:R:3 method="wB97M-V/def2-TZVPD" total_energy_ev=-44935.970 lumo_energy_ev="4.49 / 2.48" orbital_gap_ev="5.26 / 3.24" s2=0.77 multiplicity=2 charge=-2
Ag -14.24939 -31.35972 -8.13251 0.787 -0.417 -0.309
C -10.44471 -33.54261 -7.56090 0.217 0.258 -0.309
C -9.53704 -33.37975 -6.47968 -0.216 -0.342 -0.179
C -9.46888 -32.00542 -5.76804 -0.507 0.396 -0.432
O -8.67858 -31.85226 -4.84310 0.533 0.000 0.476
C -10.35504 -30.98622 -6.22054 0.310 0.124 -0.056
C -11.30605 -31.18439 -7.20564 -0.412 -0.390 -0.096
C -11.33504 -32.55380 -7.95904 -0.724 0.196 0.378
O -12.25876 -32.68636 -8.81172 0.603 -0.181 -0.143
O -12.21457 -30.36200 -7.51599 0.595 0.406 0.050
O -8.82323 -34.29128 -6.05586 0.340 -0.177 0.098
H -10.44320 -34.48483 -8.09903 -0.071 -0.099 0.140
H -10.28972 -30.01058 -5.74766 -0.096 -0.055 0.129
C -17.98217 -33.63620 -6.98915 -0.055 -0.291 0.069
C -18.27464 -34.58619 -5.96524 0.126 0.542 -0.810
C -17.13074 -34.98208 -5.05142 0.283 -0.170 0.207
O -17.31046 -35.75555 -4.12883 -0.138 -0.339 0.447
C -15.81690 -34.45264 -5.30447 0.095 0.399 -0.184
C -15.55228 -33.49431 -6.34876 -0.339 0.168 0.014
C -16.73407 -33.03700 -7.22786 0.100 -0.277 0.084
O -16.49548 -32.20360 -8.10953 -0.359 0.033 0.043
O -14.44193 -33.02136 -6.52280 -0.044 -0.503 0.507
O -19.36944 -35.10778 -5.80787 -0.415 -0.251 0.221
H -18.78382 -33.42570 -7.68864 -0.021 0.155 0.090
H -15.00527 -34.71073 -4.63713 0.013 -0.118 -0.017
C -15.96981 -29.38984 -6.07083 0.319 0.325 0.388
O -15.09356 -29.37153 -7.16773 -0.370 0.443 0.108
C -15.41919 -28.40922 -8.12893 0.233 0.101 -0.417
C -14.32376 -28.34126 -9.20416 0.394 0.412 0.291
N -14.00313 -29.59649 -9.84202 -1.148 0.199 -0.085
C -15.00169 -29.98432 -10.82458 0.575 -0.284 -0.578
C -14.62063 -31.32078 -11.48558 -0.186 0.939 0.541
O -14.58015 -32.24870 -10.45843 -0.224 -0.241 -0.107
C -14.39975 -33.57824 -10.84145 0.115 -0.255 -0.498
H -15.73534 -28.56402 -5.37755 -0.114 0.067 -0.192
H -15.78184 -30.30447 -5.51196 -0.162 -0.156 -0.188
H -17.01554 -29.30531 -6.38046 -0.048 -0.215 -0.001
H -15.47337 -27.42540 -7.63921 -0.101 0.094 -0.190
H -16.38690 -28.61622 -8.61273 -0.080 -0.122 0.277
H -13.43783 -27.93795 -8.71056 0.144 -0.254 -0.090
H -14.64887 -27.59160 -9.95372 -0.072 0.054 0.132
H -13.05295 -29.67443 -10.17169 0.078 0.002 0.184
H -15.10407 -29.19571 -11.59720 -0.178 -0.174 -0.073
H -15.97144 -30.14347 -10.34933 0.025 0.158 0.155
H -13.62936 -31.19690 -11.94949 -0.082 -0.267 -0.256
H -15.39559 -31.58440 -12.21953 0.189 0.006 -0.237
H -13.55410 -33.69248 -11.53475 0.118 0.073 0.212
H -15.28559 -33.96981 -11.37250 -0.050 0.065 0.217
H -14.19477 -34.14351 -9.93770 0.016 -0.034 -0.011

---

Entry 2:
62
Properties=species:S:1:pos:R:3:forces:R:3 method="wB97M-V/def2-TZVPD" total_energy_ev=-42266.518 lumo_energy_ev=0.50 orbital_gap_ev=8.21
C 0.51827 1.34867 -1.33705 -0.598 -0.155 -0.519
O -0.86660 1.70389 -1.47391 0.585 -0.077 -0.031
C -1.07838 2.47095 -2.61127 -0.262 0.387 1.020
O -2.06346 1.90430 -3.47813 0.726 -0.335 -0.480
S -1.70150 0.49668 -4.25630 -0.488 0.963 -0.631
O -1.50021 -0.51419 -3.28737 0.194 -1.254 0.895
O -0.15646 0.80039 -4.75911 -0.605 0.297 0.022
C -0.02313 1.94088 -5.59120 0.683 0.113 -0.145
O 1.17120 2.57854 -5.26883 -0.047 0.313 -0.110
O 2.19214 1.91311 -6.00924 0.362 -0.165 0.025
H 0.82355 0.81656 -2.22875 0.292 -0.072 -0.317
H 0.64613 0.66373 -0.51557 -0.187 0.026 0.503
H 1.10311 2.25174 -1.21472 0.353 0.115 0.197
H -1.49407 3.41890 -2.29345 -0.423 0.252 -0.135
H -0.14229 2.68489 -3.11467 0.162 -0.252 -0.395
H -0.80261 2.67121 -5.42803 -0.332 0.147 0.233
H 0.02715 1.66864 -6.63577 -0.185 -0.329 -0.254
H 2.48731 2.60986 -6.61359 -0.057 0.046 0.089
C 4.44101 -1.04770 -0.25146 0.050 -0.036 0.016
C 4.17929 0.13886 0.66410 0.150 -0.050 -0.166
N 3.46844 -0.21244 1.87666 -0.156 0.063 0.082
C 2.97199 0.94052 2.60637 -0.146 0.170 0.006
C 3.99421 1.92031 3.19622 -0.059 0.030 0.080
C 4.07572 -1.25741 2.68074 0.103 -0.285 -0.011
C 5.50901 -1.04051 3.18458 -0.010 -0.046 0.099
H 3.51358 -1.57023 -0.48862 -0.016 -0.013 0.047
H 4.88371 -0.70078 -1.18574 0.001 0.017 -0.003
H 5.13718 -1.76124 0.19077 -0.009 -0.018 -0.004
H 3.56652 0.85336 0.10684 -0.051 0.090 0.145
H 5.13675 0.64476 0.86839 0.000 0.016 -0.050
H 2.31660 0.58787 3.40687 0.047 -0.097 0.011
H 2.31850 1.49903 1.92813 0.051 -0.031 -0.080
H 4.48200 1.51723 4.08237 0.062 -0.023 -0.032
H 3.48611 2.83742 3.50119 -0.015 -0.004 -0.008
H 4.76158 2.19947 2.47388 0.011 -0.023 -0.015
H 4.05673 -2.18300 2.10006 0.015 0.049 -0.075
H 3.42263 -1.45811 3.53306 -0.058 0.138 0.008
H 6.16446 -0.64527 2.40744 -0.019 0.006 -0.024
H 5.93100 -1.99318 3.51068 -0.015 -0.012 -0.010
H 5.54655 -0.36712 4.03920 0.030 0.075 -0.047
C -3.54978 0.61122 -0.35514 -0.252 0.018 0.117
C -3.65771 -0.89407 -0.17632 -0.081 0.115 -0.136
N -3.42796 -1.32802 1.18984 0.080 -0.121 0.077
C -3.24710 -2.76219 1.31431 0.138 -0.171 -0.033
C -4.42850 -3.67567 0.96260 0.022 -0.087 0.075
C -4.26785 -0.70658 2.19595 -0.075 0.254 0.112
C -5.78987 -0.84464 2.05328 -0.037 -0.003 0.116
H -2.59330 0.97746 0.00519 0.034 0.006 0.031
H -3.62890 0.86024 -1.41291 0.038 -0.003 -0.014
H -4.34821 1.14522 0.16596 -0.013 -0.030 -0.003
H -2.89846 -1.35697 -0.81134 0.014 -0.108 0.064
H -4.63349 -1.23019 -0.56462 0.013 0.008 -0.027
H -2.92048 -2.98379 2.33441 -0.055 0.083 0.045
H -2.40203 -3.04001 0.67690 -0.021 0.077 -0.071
H -5.19774 -3.66417 1.73363 -0.046 0.048 -0.033
H -4.07928 -4.70682 0.87573 0.016 0.005 -0.002
H -4.88620 -3.40682 0.01058 -0.001 0.032 -0.005
H -4.02586 0.35886 2.22487 0.007 -0.001 -0.095
H -3.96498 -1.08143 3.17703 0.041 -0.133 -0.049
H -6.12448 -0.67149 1.02983 0.032 0.002 -0.019
H -6.28663 -0.10631 2.68651 0.018 0.010 0.001
H -6.14488 -1.82442 2.36894 -0.011 -0.035 -0.086

---

Entry 3:
33
Properties=species:S:1:pos:R:3:forces:R:3 method="wB97M-V/def2-TZVPD" total_energy_ev=-21257.904 lumo_energy_ev=0.57 orbital_gap_ev=9.95 smiles="CNC(=O)CNC(=O)[C@H]1CCCN1C(C)=O"
O 0.05606 -3.04444 -1.62566 0.037 0.711 2.184
O -2.36993 2.63810 0.16947 2.083 -0.971 -0.648
O 1.61676 0.33692 -2.44862 -1.683 -0.753 3.099
C -0.08372 -2.92443 -0.39522 0.382 -0.571 -1.603
C -1.37965 2.10446 -0.40083 -3.167 2.313 0.654
C 0.78827 0.02494 -1.52440 4.073 -1.678 -3.150
N -0.40219 2.83313 -0.92034 3.574 1.803 -2.093
N -0.47282 0.27346 -1.71728 -2.926 -0.297 3.423
N 0.49467 -1.88665 0.33086 -1.437 -0.440 1.541
C -0.95922 -3.89141 0.39331 -0.630 0.417 -1.195
C -0.26990 4.31585 -0.76155 0.059 -2.021 0.789
C -1.36307 0.65597 -0.61911 -0.188 -2.342 0.220
C 0.38764 -1.64291 1.86246 0.381 0.514 -1.919
C 0.80978 -0.17155 1.97510 3.303 -1.658 0.323
C 1.77245 0.10473 0.76944 -3.368 -0.827 0.483
C 1.27187 -0.87248 -0.30702 1.136 1.454 -1.218
H 0.48055 2.56213 -1.47114 -2.405 -0.790 1.297
H -0.80543 0.59574 -2.55537 -0.139 0.948 -2.679
H -1.43612 -4.69729 -0.16246 0.456 0.317 -0.968
H -0.45350 -4.44857 1.13776 0.477 0.224 1.454
H -1.81418 -3.28496 0.66718 -0.096 0.001 1.096
H -1.20426 4.79199 -0.86770 -1.067 0.538 -0.126
H 0.09719 4.42816 0.24486 0.181 0.733 0.346
H 0.44420 4.66658 -1.48697 0.183 0.125 -0.181
H -0.95689 0.23154 0.31763 -0.474 -0.092 -0.587
H -2.42057 0.26580 -0.75009 1.320 0.567 0.100
H -0.64237 -1.67443 2.12248 -0.877 -0.554 0.390
H 0.97015 -2.31268 2.51106 -0.032 -0.040 -0.673
H 1.32954 0.00558 2.93700 -0.491 0.103 -0.445
H -0.04270 0.39415 1.89788 -1.779 1.686 0.101
H 1.67312 1.10982 0.43654 0.099 0.897 -0.190
H 2.75514 -0.10526 0.94836 2.561 -0.409 0.922
H 2.12914 -1.38200 -0.70762 0.454 0.089 -0.745

---

One value per record, in order, for ΔE to the lowest compared entry with this formula, charge and spin: 0.0; 7.2; 50.6 kcal per mole.